96
Properties=species:S:1:pos:R:3:forces:R:3 method="wB97M-V/def2-TZVPD" multiplicity=3 total_charge=0 orbital_gap_ha="0.1280 / 0.1969" total_energy_ev=-214731.9908 e_above_lowest_kcal_mol=19.3
Ti 0.2923 -1.3156 2.0122 -0.0155 0.3935 -0.3638
C -1.2446 -5.1477 3.9658 0.1386 0.0269 0.0349
C -0.4980 -4.0632 3.2532 -0.4350 0.0067 0.1006
N -0.9335 -2.8571 3.1318 -0.0181 -0.0841 0.1063
N -2.0723 -2.5460 3.8216 0.0425 0.1093 -0.0555
C -2.6551 -1.4683 3.3434 0.1049 -0.0297 -0.2888
N -3.7660 -1.0332 3.9843 -0.0033 0.0135 0.0823
S -2.1510 -0.6344 1.9145 -0.0456 -0.2685 0.3167
C 0.7820 -4.3410 2.6196 0.2811 -0.1329 -0.1042
C 1.3435 -5.6173 2.6098 -0.1384 -0.0594 0.0941
C 2.5589 -5.8214 1.9928 0.1340 0.0153 -0.0634
C 3.1916 -4.7448 1.3898 -0.0789 -0.0315 0.0453
C 2.5717 -3.5090 1.4377 0.0940 0.0096 -0.0273
N 1.4046 -3.3002 2.0487 0.0156 0.0067 -0.1061
H -2.1709 -4.7488 4.3607 -0.0235 -0.0039 0.0164
H -0.6488 -5.5518 4.7871 -0.0068 -0.0145 0.0115
H -1.4679 -5.9660 3.2773 0.0082 -0.0060 0.0042
H -3.9355 -1.4111 4.9027 0.0141 -0.0151 -0.0137
H -4.0582 -0.0828 3.8221 0.0013 -0.0160 -0.0373
H 0.8234 -6.4378 3.0821 -0.0104 0.0181 0.0043
H 3.0096 -6.8055 1.9767 -0.0204 -0.0067 0.0110
H 4.1405 -4.8527 0.8845 0.0080 0.0113 -0.0099
H 3.0277 -2.6399 0.9864 -0.0239 0.0126 0.0083
F -4.0578 -1.3088 -2.6300 -0.0107 0.0006 -0.0119
C -2.7989 -0.7931 -2.7209 0.0400 0.0538 0.1223
C -1.8283 -1.2578 -1.8775 0.0174 -0.0068 -0.0024
C -0.5516 -0.6301 -1.8780 -0.1412 -0.0063 0.0294
C 0.3604 -0.8967 -0.8464 0.1659 0.0123 0.0217
O 0.0717 -1.7791 0.0725 0.1624 0.0551 0.2065
C 1.5917 -0.1492 -0.8300 0.0514 -0.1869 0.1642
C 1.8528 0.7304 -1.8166 -0.0016 0.0318 0.0094
N 0.9708 0.9874 -2.8385 0.0820 -0.0405 -0.0470
C 1.2467 2.0448 -3.7597 0.0393 -0.0716 -0.1055
C 2.6133 2.1355 -4.3548 0.0372 0.0261 -0.0251
C 1.4529 1.7051 -5.2068 -0.0075 -0.0230 -0.0095
C -0.2929 0.3953 -2.8359 -0.0724 -0.1323 -0.0806
C -1.2922 0.8122 -3.6900 -0.0227 -0.0366 -0.0165
C -2.5848 0.2313 -3.6282 0.0580 0.0194 -0.1086
N -3.6510 0.8889 -4.3212 -0.0617 0.0635 0.0144
C -4.5655 0.0708 -5.0990 0.0501 0.0162 -0.0767
C -5.4465 1.0352 -5.9325 0.0163 -0.0734 0.0339
N -4.7999 2.3852 -5.8579 -0.0449 -0.0280 0.0205
C -4.9176 2.9460 -4.4686 0.0418 -0.0196 0.0700
C -4.4014 1.8495 -3.5134 0.0003 -0.0059 0.0099
C 2.5926 -0.2377 0.2902 -0.1941 0.1339 0.0596
O 3.7358 0.1612 0.1272 0.1049 -0.0812 0.0083
O 2.1562 -0.7243 1.4164 -0.1002 -0.1787 0.0408
H -2.0499 -2.0074 -1.1323 0.0097 -0.0141 -0.0032
H 2.7762 1.2900 -1.8111 -0.0127 0.0265 -0.0374
H 0.7315 2.9781 -3.5424 0.1285 -0.0480 -0.2077
H 3.3298 1.3778 -4.0716 -0.0015 -0.0102 0.0058
H 3.0289 3.1223 -4.4996 0.0010 0.0021 -0.0099
H 1.3879 0.6572 -5.4643 0.0032 -0.0073 0.0003
H 1.0706 2.3892 -5.9524 0.0039 0.0153 0.0034
H -1.1253 1.6098 -4.4000 0.0220 0.0139 -0.0194
H -5.2158 -0.5599 -4.4868 0.0036 0.0019 0.0245
H -3.9745 -0.5787 -5.7441 -0.0233 0.0155 -0.0286
H -6.4490 1.1436 -5.5232 -0.0013 0.0154 -0.0086
H -5.5201 0.7405 -6.9767 0.0074 0.0221 -0.0038
H -5.1556 3.0280 -6.5595 0.0003 0.0130 -0.0171
H -3.7941 2.2162 -5.9861 0.0067 0.0094 -0.0061
H -5.9591 3.2128 -4.3025 -0.0070 -0.0007 -0.0200
H -4.3027 3.8434 -4.4321 -0.0031 0.0062 -0.0247
H -5.2353 1.3765 -2.9805 0.0021 -0.0234 0.0060
H -3.7339 2.2823 -2.7713 -0.0079 0.0162 0.0389
C 2.3807 2.0142 4.6476 0.0153 0.0600 0.0547
N 3.1288 0.8619 4.1822 -0.0290 0.1137 0.0595
C 2.7448 -0.4212 4.2722 0.1501 -0.1078 -0.1469
Se 1.1328 -1.1223 4.8477 -0.0991 0.0223 -0.1826
N 3.7607 -1.1756 3.8012 0.0775 0.0796 0.0852
C 4.7867 -0.3722 3.3317 -0.1241 -0.0822 0.0107
C 5.9874 -0.6575 2.7092 0.0655 0.0404 -0.0087
C 6.7764 0.4223 2.3494 -0.0594 0.0466 0.0196
C 6.3724 1.7374 2.6039 0.0066 -0.0663 -0.0108
C 5.1662 2.0165 3.2255 0.0473 0.0411 -0.0068
C 4.3839 0.9335 3.5846 -0.0921 -0.0206 -0.0300
H 1.5661 1.6625 5.2749 -0.0198 -0.0170 -0.0274
H 1.9641 2.5571 3.8010 0.0334 -0.0247 0.0085
H 3.0468 2.6524 5.2287 0.0051 -0.0137 0.0237
H 3.6572 -2.1662 3.6695 -0.0223 -0.0318 -0.0157
H 6.2875 -1.6742 2.4963 0.0071 -0.0119 -0.0072
H 7.7173 0.2462 1.8464 0.0126 0.0019 -0.0031
H 7.0084 2.5556 2.2947 0.0124 -0.0010 -0.0031
H 4.8419 3.0331 3.3996 -0.0053 0.0015 0.0064
C -0.2604 3.2228 -0.9167 -0.1008 0.0012 -0.0712
S -1.7117 2.1826 -0.6021 -0.1159 0.2803 0.1155
C -1.9549 2.4993 1.1102 0.3066 -0.0684 0.1630
C -1.0834 2.1345 2.0856 -0.4041 0.3231 -0.1984
S 0.4537 1.3804 1.8849 0.0538 -0.1371 0.0472
S -1.7038 2.3744 3.7053 0.0666 -0.1430 0.0070
C -3.3144 2.8441 3.3137 0.1580 0.1845 0.0447
S -4.4986 3.0978 4.4357 -0.0828 -0.0341 0.0194
S -3.5150 3.0878 1.6245 -0.0317 -0.1328 -0.1488
H -0.0307 3.1554 -1.9812 -0.2480 0.0569 0.3443
H 0.5775 2.8343 -0.3403 0.0161 0.0689 0.0304
H -0.4783 4.2552 -0.6547 0.0360 0.0397 0.0355

88
Properties=species:S:1:pos:R:3:forces:R:3 method="wB97M-V/def2-TZVPD" multiplicity=1 total_charge=0 orbital_gap_ha=0.2200 total_energy_ev=-90938.3733 e_above_lowest_kcal_mol=30.7
Pt 1.0591 1.1189 -1.6782 -0.0031 0.0508 -0.1993
C 4.8286 -0.3124 -1.3887 -0.0025 0.0167 -0.0712
C 4.3192 1.0795 -1.2983 -0.0581 0.0951 -0.0155
N 3.1023 1.5633 -1.5294 0.2113 -0.0780 0.0001
C 3.1910 2.9292 -1.3476 -0.0642 -0.0989 0.0514
C 4.4580 3.2713 -1.0174 0.1652 0.0302 0.0161
N 5.1491 2.0938 -0.9925 -0.0294 -0.0478 0.0009
C 5.1673 4.5418 -0.7264 -0.1339 0.2467 -0.0374
O 4.4539 5.6424 -0.7923 0.6216 -0.0820 0.0987
O 6.3459 4.5031 -0.4594 0.0852 -0.0273 0.0364
C 2.0081 3.7796 -1.5528 -0.0534 -0.1120 -0.0174
O 2.0963 4.9994 -1.4311 -0.3417 0.0972 -0.1101
O 0.9662 3.1377 -1.9276 0.0364 -0.0250 -0.0680
H 4.1992 -0.9966 -0.8335 -0.0348 -0.0659 0.0701
H 5.8248 -0.3619 -0.9528 0.0109 0.0060 -0.0105
H 4.8972 -0.6338 -2.4292 -0.0548 -0.0257 -0.0085
H 6.1343 2.0482 -0.7755 -0.0394 -0.0260 0.0204
H 3.5033 5.4477 -1.0640 -0.2962 -0.0059 0.0381
C -5.6331 1.6507 -0.0062 -0.0041 -0.0190 0.0144
C -5.1917 0.7270 -1.1494 0.0343 0.0261 -0.0162
C -5.6571 -0.6956 -0.8418 -0.0082 0.0210 -0.0002
C -5.8473 1.1881 -2.4587 -0.0160 -0.0222 -0.0024
C -3.6786 0.8115 -1.3037 0.0540 -0.0864 -0.0307
C -3.0651 2.0316 -1.5875 0.0387 0.0673 0.0521
C -1.6982 2.1212 -1.7374 -0.0486 -0.1564 0.0056
N -0.9231 1.0333 -1.6464 -0.2645 0.0189 -0.0345
C -1.4791 -0.1476 -1.3398 0.2834 -0.1182 -0.1734
C -2.8442 -0.2893 -1.1668 -0.0594 0.0996 -0.3067
C -0.5004 -1.2477 -1.2586 -0.0876 0.2673 -0.0998
C -0.8339 -2.5461 -0.9346 0.0490 -0.0037 -0.0741
C 0.1250 -3.5526 -0.9556 0.0273 0.0035 -0.0354
C 1.3965 -3.1805 -1.3769 0.0243 0.0337 0.0637
C 1.6779 -1.8582 -1.6654 -0.1828 0.0257 0.1269
N 0.7689 -0.8862 -1.5712 0.0112 -0.2480 0.0819
C -0.2441 -4.9800 -0.5746 0.0293 0.0373 -0.0338
C -1.0372 -4.9754 0.7384 0.0267 -0.0426 0.0188
C -1.1100 -5.5674 -1.6987 -0.0085 0.0039 0.0225
C 0.9982 -5.8531 -0.3901 -0.0216 -0.0070 -0.0061
H -6.7189 1.6160 0.0938 -0.0159 0.0046 0.0094
H -5.3463 2.6857 -0.1895 -0.0001 0.0166 -0.0007
H -5.1942 1.3426 0.9441 0.0225 -0.0034 0.0115
H -6.7440 -0.7079 -0.7558 -0.0040 -0.0033 0.0078
H -5.2480 -1.0601 0.1025 0.0036 -0.0127 0.0150
H -5.3794 -1.3926 -1.6344 -0.0048 -0.0114 -0.0211
H -6.9320 1.1098 -2.3724 -0.0195 0.0051 -0.0048
H -5.5256 0.5700 -3.2983 0.0040 -0.0168 -0.0046
H -5.6058 2.2251 -2.6906 0.0220 0.0174 0.0068
H -3.6461 2.9375 -1.6861 -0.0126 0.0114 -0.0070
H -1.1803 3.0490 -1.9279 -0.0082 0.0330 -0.0160
H -3.2432 -1.2581 -0.9151 -0.0025 -0.0036 -0.0394
H -1.8511 -2.7629 -0.6475 -0.0109 -0.0076 -0.0216
H 2.1951 -3.9011 -1.4619 0.0246 -0.0163 0.0002
H 2.6608 -1.5478 -1.9680 0.0741 0.0084 -0.0801
H -1.9850 -4.4456 0.6471 -0.0194 0.0145 -0.0173
H -0.4652 -4.5097 1.5423 0.0283 -0.0017 0.0077
H -1.2641 -6.0020 1.0290 -0.0030 -0.0097 0.0053
H -2.0419 -5.0113 -1.8113 -0.0106 0.0113 -0.0080
H -1.3595 -6.6051 -1.4723 -0.0155 -0.0134 0.0096
H -0.5830 -5.5428 -2.6537 0.0130 -0.0071 -0.0035
H 1.6868 -5.4223 0.3383 0.0010 0.0050 0.0267
H 1.5338 -6.0048 -1.3279 0.0140 0.0157 -0.0270
H 0.6974 -6.8357 -0.0264 -0.0038 -0.0116 -0.0037
O 1.0876 2.0532 0.6114 0.1724 0.3517 -0.0397
C 1.0099 1.5112 1.8380 0.0065 -0.1750 -0.0100
C 2.2973 0.7512 2.2148 0.0153 -0.0382 0.1403
C 2.9192 -0.1972 1.4585 0.0028 -0.0630 -0.0014
C 4.0422 -0.7882 2.0982 0.0172 0.0518 -0.0407
C 4.2592 -0.2650 3.3384 -0.0493 0.0221 -0.0291
S 3.0997 0.9302 3.7205 0.0136 0.0321 0.0195
C 0.7805 2.5843 2.9071 -0.1398 0.0630 0.0136
C 1.4316 3.7782 2.9671 0.0062 0.0449 -0.0269
C 1.0556 4.5641 4.0890 -0.0123 -0.0320 0.0165
C 0.1205 3.9486 4.8645 0.0133 0.0020 -0.0347
S -0.3147 2.4240 4.2223 0.0302 -0.0544 0.0537
C -0.1536 0.4990 1.8803 -0.1057 -0.1127 0.0469
C -1.4516 0.7583 1.5471 -0.0164 0.0274 0.1902
C -2.3010 -0.3749 1.6653 0.0539 -0.0295 0.3115
C -1.6300 -1.4891 2.0756 -0.0603 0.1001 0.0604
S 0.0279 -1.1528 2.3302 0.0377 -0.0652 0.0381
H 2.5345 -0.4707 0.4877 0.0078 -0.0076 -0.0329
H 4.6608 -1.5619 1.6643 0.0217 -0.0274 -0.0135
H 5.0439 -0.5088 4.0343 0.0394 -0.0222 0.0216
H 2.1462 4.0789 2.2147 0.0051 -0.0037 -0.0253
H 1.4592 5.5426 4.3028 0.0068 0.0303 0.0168
H -0.3460 4.3134 5.7635 -0.0214 0.0373 0.0381
H -1.7771 1.7448 1.2463 0.0069 0.0204 -0.0163
H -3.3641 -0.3595 1.4653 0.0136 0.0059 0.0670
H -2.0251 -2.4750 2.2567 -0.0378 -0.0312 0.0245

- Look up the multiplicity of the second one.
  1